Computed, not measured: a cluster of 3 separate species, C44H49BNO6S in total, with the ωB97M-V functional and the def2-TZVPD basis.

Geometry as ORCA input:
```
! RIJCOSX wB97M-V def2-TZVPD def2/J DEFGRID3
* xyz -1 1
C 10.60 -1.22 -0.14
C 9.24 -1.91 0.03
C 8.81 -2.76 -1.19
C 8.47 -4.24 -0.89
C 6.99 -4.62 -1.12
C 6.15 -4.54 0.15
C 4.70 -4.97 -0.04
C 3.97 -5.20 1.29
C 2.46 -5.35 1.15
C 1.72 -4.04 0.87
C 0.20 -4.20 0.75
C -0.48 -3.05 0.00
B -2.09 -2.92 0.18
S -2.63 -3.01 2.08
C -2.64 -1.45 -0.38
C -2.48 -1.23 -1.84
N -1.35 -1.15 -2.45
C -2.89 -4.21 -0.50
C -4.28 -3.85 -0.88
O -4.66 -3.54 -1.99
O -5.16 -3.79 0.15
H 10.72 -0.41 0.57
H 10.69 -0.79 -1.14
H 11.42 -1.92 0.01
H 8.49 -1.15 0.25
H 9.29 -2.57 0.91
H 7.95 -2.29 -1.66
H 9.62 -2.72 -1.92
H 8.74 -4.47 0.14
H 9.09 -4.87 -1.54
H 6.93 -5.63 -1.52
H 6.58 -3.96 -1.89
H 6.18 -3.52 0.55
H 6.61 -5.18 0.91
H 4.70 -5.92 -0.60
H 4.16 -4.23 -0.65
H 4.21 -4.38 1.97
H 4.39 -6.11 1.74
H 2.23 -6.07 0.36
H 2.06 -5.77 2.08
H 1.94 -3.34 1.69
H 2.11 -3.56 -0.04
H -0.21 -4.29 1.76
H 0.01 -5.15 0.24
H -0.27 -3.19 -1.07
H -0.01 -2.11 0.29
H -2.68 -1.71 2.39
H -3.69 -1.32 -0.11
H -2.05 -0.70 0.17
H -3.41 -1.15 -2.41
H -1.52 -1.01 -3.44
H -2.38 -4.63 -1.36
H -2.94 -4.99 0.27
H -4.64 -3.77 0.97
C -4.63 5.36 -6.50
C -4.39 4.05 -6.87
C -3.56 3.24 -6.11
C -2.96 3.75 -4.97
C -3.18 5.08 -4.60
C -4.02 5.88 -5.36
C -2.52 5.66 -3.40
O -2.73 6.81 -3.07
C -1.61 4.78 -2.61
C -0.96 5.31 -1.50
C -0.13 4.51 -0.74
C 0.05 3.17 -1.08
C -0.58 2.64 -2.19
C -1.41 3.44 -2.96
C -2.08 2.86 -4.16
O -1.90 1.70 -4.47
H -5.28 5.99 -7.09
H -4.87 3.65 -7.76
H -3.38 2.21 -6.39
H -4.19 6.90 -5.06
H -1.13 6.34 -1.23
H 0.37 4.92 0.13
H 0.69 2.54 -0.48
H -0.45 1.59 -2.45
C -4.35 3.18 7.79
C -4.70 4.51 7.57
C -4.70 5.03 6.28
C -4.34 4.22 5.21
C -3.98 2.89 5.43
C -3.99 2.37 6.72
C -3.56 2.00 4.30
O -3.27 0.84 4.51
C -3.52 2.59 2.94
C -3.10 1.80 1.87
C -3.06 2.33 0.59
C -3.47 3.64 0.37
C -3.90 4.43 1.42
C -3.92 3.91 2.71
C -4.35 4.79 3.83
O -4.71 5.93 3.64
H -4.36 2.78 8.79
H -4.98 5.14 8.40
H -4.97 6.05 6.09
H -3.72 1.34 6.88
H -2.79 0.78 2.05
H -2.73 1.71 -0.23
H -3.45 4.04 -0.63
H -4.21 5.45 1.26
*
```

Values from the calculation:
DFT total energy = -2635.46748 Eh
Gap between HOMO and LUMO = 0.2073 Ha
LUMO energy = 0.58 eV